[1]
{"formula": "C4H30N3O9", "method": "wB97M-V/def2-TZVPD", "symbols": ["C", "C", "C", "N", "C", "N", "N", "H", "H", "H", "H", "H", "H", "H", "H", "H", "H", "H", "H", "H", "H", "O", "H", "H", "O", "H", "H", "O", "H", "H", "O", "H", "H", "O", "H", "H", "O", "H", "H", "O", "H", "H", "O", "H", "H", "O"], "coordinates": [[1.242, 0.005, 0.230], [0.181, 1.125, 0.376], [-1.121, 0.721, -0.288], [-0.941, 2.072, -3.615], [-1.065, 2.015, -2.331], [-1.082, 0.764, -1.695], [1.001, -0.996, 1.307], [2.223, 0.491, 0.475], [1.256, -0.412, -0.739], [0.098, 1.453, 1.443], [0.686, 1.913, -0.247], [-1.522, -0.427, -0.093], [-2.013, 1.291, 0.189], [-0.731, 1.168, -4.041], [-1.308, 2.955, -1.732], [-0.512, 0.062, -2.159], [0.088, -1.513, 1.228], [1.632, -1.899, 1.368], [1.384, -0.660, 2.306], [-2.488, -1.138, -1.727], [-2.761, -2.285, -2.721], [-2.343, -2.131, -1.865], [-4.363, -1.999, 0.732], [-3.726, -2.912, -0.437], [-3.574, -2.397, 0.290], [2.369, 0.198, 4.374], [1.984, 0.885, 2.974], [2.337, 0.075, 3.376], [3.087, -0.212, -3.807], [2.765, 1.314, -3.570], [2.855, 0.480, -3.141], [0.882, -2.232, -2.424], [-0.552, -2.109, -1.670], [0.392, -2.087, -1.619], [2.646, 4.102, -0.469], [3.786, 3.228, 0.310], [2.880, 3.540, 0.249], [0.915, 3.220, 2.621], [2.200, 3.048, 1.756], [1.712, 2.679, 2.484], [-1.729, -3.789, 1.872], [-1.646, -3.097, 0.491], [-1.274, -3.146, 1.353], [-1.913, -0.925, 3.589], [-2.257, -1.563, 2.319], [-1.683, -0.876, 2.679]], "forces_ev_per_a": [[0.8627, 1.8435, 2.4045], [1.1118, -0.4358, -0.2803], [-2.7053, -2.3853, 2.5007], [0.3144, 1.2283, 1.4646], [-0.4997, -0.6197, -2.1275], [-0.3096, 1.4488, -0.7369], [1.9405, -3.6315, 1.5575], [-0.6472, -0.6883, -0.3732], [0.0570, -0.5934, -0.7050], [-0.0557, -0.3506, -1.1747], [-0.9270, -0.1196, 0.7605], [1.4686, 2.6106, 0.3635], [1.4177, -0.5716, -1.2272], [-0.1840, -0.0174, 0.2244], [0.3523, -1.4597, -0.6936], [-0.0213, 0.1791, 0.2319], [0.3468, 1.1734, 0.7923], [-0.8871, 2.0941, -1.3401], [-1.7229, -0.1406, -1.4030], [0.1721, -1.7544, -0.1629], [0.1788, -0.1452, -0.1377], [-0.2382, 1.9569, -0.4179], [0.7044, -1.0193, -1.1360], [-1.3919, -1.6945, -2.8274], [-0.1413, 2.9426, 4.4025], [-0.1990, -0.1083, -2.0349], [0.2735, 0.9229, 0.5655], [0.0076, -0.2927, 1.4950], [-0.2378, 1.2484, 0.6342], [-0.0396, 0.7837, -0.8484], [0.1882, -2.0439, 0.2431], [-0.5143, -0.2266, -0.4977], [-1.1522, -0.5312, -1.0710], [1.6668, 0.3461, 1.2715], [0.5465, 0.5619, -0.9301], [0.1260, 0.5498, -0.8190], [-0.3515, -1.0732, 1.4897], [0.6244, -0.2001, -0.1337], [0.2034, 0.6672, -0.9136], [-0.9557, -0.4974, 1.4860], [-0.5697, -0.7508, 0.1705], [-0.9109, -0.2409, -0.9172], [2.0492, 0.5755, 0.6503], [-0.0631, 0.3422, 1.4355], [0.3147, -0.0965, -0.5732], [-0.2023, 0.2135, -0.6612]], "homo_energy_ev": -11.67, "spin_multiplicity": 1, "de_lowest_ev": 3.127, "charge": 1, "molar_mass_g_mol": 264.30}

=====

[2]
{"formula": "C4H28NO12", "method": "wB97M-V/def2-TZVPD", "symbols": ["O", "C", "N", "C", "C", "C", "O", "H", "H", "H", "H", "H", "H", "H", "H", "H", "H", "O", "H", "H", "O", "H", "H", "O", "H", "H", "O", "H", "H", "O", "H", "H", "O", "H", "H", "O", "H", "H", "O", "H", "H", "O", "H", "H", "O"], "coordinates": [[-1.273, -0.652, 2.575], [-0.927, 0.501, 2.845], [-0.664, 1.424, 1.762], [0.019, 2.604, 2.210], [1.530, 2.596, 2.535], [2.569, 2.357, 1.238], [2.871, 1.001, 1.122], [-0.890, 0.744, 3.930], [-0.556, 1.050, 0.752], [-0.421, 2.990, 3.202], [0.071, 3.422, 1.527], [1.727, 3.649, 2.813], [1.982, 1.963, 3.346], [2.036, 2.791, 0.389], [3.442, 2.949, 1.554], [0.764, 2.397, -2.472], [-0.100, 1.608, -3.252], [0.194, 2.470, -3.273], [1.455, -1.157, -1.291], [2.110, -2.442, -0.958], [2.187, -1.710, -1.541], [-1.402, 1.007, -1.325], [-2.393, 2.028, -1.806], [-2.346, 1.159, -1.746], [0.314, -3.514, 0.401], [0.991, -4.289, -0.659], [0.627, -3.409, -0.476], [1.299, 1.082, -1.183], [-0.405, -0.633, -0.620], [-0.178, 0.244, -0.719], [1.381, -3.106, 2.193], [0.178, -3.151, 3.163], [0.890, -3.699, 2.760], [-3.759, -1.763, -1.237], [-3.401, -1.088, -2.411], [-3.609, -1.947, -2.077], [2.816, 0.576, -1.367], [2.547, 0.639, 0.254], [2.184, 1.314, -1.600], [-2.642, -0.703, 0.961], [-3.361, -1.915, 1.451], [-3.584, -1.227, 0.770], [0.433, -1.841, -3.668], [-0.812, -0.878, -3.361], [-0.201, -1.136, -3.998]], "forces_ev_per_a": [[0.1140, 0.3725, 0.4444], [-0.1668, -0.2471, -3.8975], [-0.1839, -1.4181, 3.3326], [1.1476, 0.5625, 2.3729], [2.4990, -0.4582, -1.3243], [-2.3619, 0.6514, 2.7676], [-0.0183, -0.7999, -1.0423], [0.3360, 0.9268, -0.7636], [0.1626, -0.3016, 0.9681], [0.0130, -0.4806, -1.5653], [-1.2156, 0.4555, -0.9324], [-0.0029, -0.3091, 0.1333], [-0.9856, 0.2603, -0.5527], [0.5496, -0.1338, -0.2570], [0.0505, -0.2894, -0.6065], [-0.1034, 0.6729, -1.0802], [-1.5074, -3.2535, -0.5602], [1.5523, 2.7770, 1.2978], [-0.8916, 0.6779, 0.0189], [-0.2186, -0.8556, 0.6808], [1.4748, 0.9727, -1.1363], [-1.3251, -0.7456, -0.5668], [-0.6584, 6.3402, -0.7230], [1.6037, -6.0022, 1.0090], [-0.7983, -0.0336, 1.5984], [-0.1881, 0.2345, -0.2214], [0.4576, -0.8947, -0.8953], [0.5867, -0.7733, -0.4452], [-0.9559, -2.9954, 0.3549], [1.3558, 3.5509, 0.0215], [0.2000, 0.4382, -0.0233], [0.7707, -0.3711, -0.5328], [-0.9832, 0.1390, 0.4664], [-1.0711, 1.0251, 6.5985], [0.3583, 0.9322, -0.6469], [0.8224, -1.8201, -5.8907], [-1.1882, 0.9939, -0.9848], [0.2473, 0.9007, 1.5275], [0.5356, -0.8113, 0.8787], [-3.4481, -1.4276, -1.0700], [-0.8010, 0.5059, -0.8863], [4.2409, 0.9230, 2.0113], [-1.5195, 1.6235, -0.0398], [-1.4330, 0.3301, 2.2630], [2.9473, -1.8446, -2.1008]], "homo_energy_ev": -6.43, "spin_multiplicity": 1, "de_lowest_ev": 4.346, "charge": -1, "molar_mass_g_mol": 282.26}

=====

[3]
{"formula": "C43H61BI2N2OP3SeTi", "method": "wB97M-V/def2-TZVPD", "symbols": ["Ti", "C", "C", "C", "C", "P", "C", "N", "B", "N", "C", "P", "C", "C", "C", "C", "C", "C", "C", "C", "C", "C", "C", "C", "C", "C", "C", "C", "C", "C", "H", "H", "H", "H", "H", "H", "H", "H", "H", "H", "H", "H", "H", "H", "H", "H", "H", "H", "H", "H", "H", "H", "H", "H", "H", "H", "H", "H", "H", "H", "H", "H", "H", "H", "H", "H", "H", "H", "H", "H", "H", "H", "H", "H", "I", "C", "I", "H", "H", "Se", "O", "P", "C", "C", "C", "C", "C", "C", "C", "C", "C", "C", "C", "C", "C", "C", "C", "C", "C", "C", "H", "H", "H", "H", "H", "H", "H", "H", "H", "H", "H", "H", "H", "H", "H"], "coordinates": [[-0.695, 1.124, 0.450], [-1.423, -0.093, 5.699], [-1.506, -0.202, 4.171], [-0.540, -1.310, 3.759], [-2.976, -0.599, 3.753], [-0.927, 1.353, 3.110], [0.850, 1.411, 3.593], [1.572, 0.550, 2.711], [1.134, 0.135, 1.410], [2.213, -0.699, 0.815], [2.162, -1.333, -0.527], [1.039, -2.784, -0.736], [1.532, -4.066, 0.659], [0.941, -3.535, 2.024], [0.704, -5.396, 0.421], [3.069, -4.310, 0.909], [1.758, -3.347, -2.387], [0.656, -4.200, -3.030], [3.084, -4.117, -2.306], [2.014, -2.107, -3.276], [3.302, -0.589, 1.669], [4.568, -1.108, 1.608], [5.515, -0.711, 2.522], [5.121, -0.009, 3.704], [3.768, 0.365, 3.849], [2.879, 0.153, 2.831], [-1.746, 2.826, 3.946], [-3.203, 2.639, 4.391], [-1.776, 4.005, 2.862], [-0.996, 3.371, 5.195], [-1.449, -1.059, 6.178], [-2.223, 0.493, 6.104], [-0.525, 0.483, 6.035], [-0.825, -2.216, 4.267], [0.474, -1.074, 4.106], [-0.600, -1.398, 2.769], [-3.147, -1.617, 4.118], [-3.178, -0.604, 2.664], [-3.587, 0.079, 4.335], [1.104, 1.020, 4.605], [1.411, 2.373, 3.561], [3.179, -1.410, -0.857], [1.769, -0.670, -1.263], [-0.145, -3.437, 2.022], [1.451, -2.583, 2.177], [1.185, -4.361, 2.704], [-0.378, -5.162, 0.369], [1.051, -5.885, 1.343], [1.108, -5.976, -0.361], [3.613, -3.336, 0.805], [3.631, -5.007, 0.273], [3.203, -4.663, 1.940], [0.470, -5.024, -2.356], [0.882, -4.635, -3.950], [-0.205, -3.540, -3.135], [3.152, -5.018, -1.711], [3.941, -3.552, -1.846], [3.463, -4.294, -3.346], [1.103, -1.529, -3.438], [2.292, -2.396, -4.293], [2.782, -1.436, -2.896], [4.880, -1.672, 0.760], [6.521, -1.067, 2.367], [5.872, 0.191, 4.464], [3.506, 0.762, 4.788], [-3.708, 2.128, 3.594], [-3.644, 3.588, 4.684], [-3.261, 1.952, 5.255], [-2.428, 3.700, 2.012], [-0.858, 4.267, 2.375], [-2.221, 4.868, 3.387], [-0.836, 2.575, 5.888], [-1.379, 4.291, 5.630], [-0.022, 3.641, 4.826], [-3.861, 1.584, 0.290], [-4.027, -0.480, -0.170], [-2.207, -1.573, -0.036], [-4.305, -0.384, -1.205], [-4.835, -0.849, 0.492], [0.483, 2.977, 0.560], [-0.727, 0.886, -1.590], [-0.985, 1.460, -2.958], [-2.541, 2.434, -2.898], [-3.819, 2.102, -3.321], [-4.872, 3.005, -3.202], [-4.717, 4.264, -2.652], [-3.460, 4.628, -2.186], [-2.442, 3.711, -2.326], [-1.260, 0.271, -4.285], [-1.229, 0.702, -5.587], [-1.287, -0.237, -6.635], [-1.570, -1.575, -6.307], [-1.661, -1.987, -5.038], [-1.529, -1.076, -4.024], [0.314, 2.572, -3.404], [0.462, 3.421, -4.506], [1.592, 4.181, -4.622], [2.663, 4.071, -3.721], [2.589, 3.076, -2.769], [1.439, 2.356, -2.596], [-4.186, 1.174, -3.750], [-5.823, 2.645, -3.493], [-5.570, 4.857, -2.371], [-3.245, 5.652, -1.816], [-1.428, 4.084, -1.911], [-1.001, 1.721, -5.796], [-1.276, 0.079, -7.638], [-1.663, -2.210, -7.150], [-1.799, -3.008, -4.798], [-1.472, -1.439, -2.998], [-0.373, 3.603, -5.162], [1.743, 4.904, -5.447], [3.531, 4.659, -3.825], [3.394, 2.874, -2.128], [1.444, 1.657, -1.772]], "forces_ev_per_a": [[0.2243, 0.2518, -0.1480], [0.7751, 1.6338, -0.2175], [-0.0936, -0.0701, -0.8297], [0.1472, 1.0728, 3.9924], [1.2797, 0.0957, 0.5608], [-0.8053, -0.8746, 1.7050], [2.0970, 0.2040, 1.0669], [-0.4670, -1.0011, -2.1549], [0.1852, -0.3782, -0.9700], [-2.0560, 1.0203, -0.2894], [0.5252, 0.5456, 1.7934], [0.7928, -0.8319, 1.0964], [-0.7758, -0.0457, -0.6923], [0.9266, -0.4255, -1.6295], [1.3769, 1.8221, 1.5922], [-0.1684, 0.9879, -0.1901], [0.5504, -0.0718, -0.3474], [-0.0709, 0.8788, 1.7898], [1.7696, 0.7667, -0.3395], [-0.4214, 0.0017, -0.2360], [-1.1411, 0.2893, 1.1250], [0.1358, 0.6814, -0.7584], [-0.2820, 0.3649, 2.0777], [-0.0169, -0.8691, -1.6964], [1.9047, -0.4398, 0.0555], [1.0323, -0.7203, -0.6023], [0.0051, 2.4737, -0.2508], [0.7573, -1.4056, 0.1973], [-1.4013, -0.9532, 0.6768], [0.9788, -0.4350, -1.7483], [0.1278, -0.4089, 0.0152], [-0.7010, 0.1894, 0.2404], [-0.3451, -0.8653, -0.2954], [-0.2541, -0.5475, 0.0365], [-0.1906, -0.2078, -0.3529], [0.2133, -0.7922, -4.0021], [-0.0638, 0.0615, -0.0136], [0.1323, 0.3221, 0.6186], [-0.7133, -0.0993, -0.4691], [-0.9293, 0.3555, -0.1493], [-1.1026, 0.0719, -0.0278], [0.7489, -0.8254, -0.0907], [-0.5699, 1.0680, -0.1936], [0.0894, 0.1693, -0.2430], [-0.2413, -0.1746, 0.8971], [0.0859, 0.6966, 0.4325], [0.6716, -0.5362, 0.0369], [-1.0395, -0.6157, -0.1503], [0.0213, -0.6411, -1.2774], [-0.5083, -0.8471, 0.3220], [-0.6855, 0.0181, -0.0688], [-0.0131, 0.1494, -0.1557], [-0.5775, -0.2413, 0.1915], [0.7421, -0.4347, -1.7523], [-0.3121, -0.3890, 0.0134], [-0.7819, -0.4877, -0.2749], [-0.9562, 0.1786, -0.3453], [-0.4939, -0.2254, 0.7322], [-0.1486, 0.1355, 0.2883], [0.2244, -0.3282, 0.0917], [0.0581, -0.1560, -0.1163], [0.1543, -0.3767, -0.5253], [0.2133, 0.1530, 0.2428], [-0.3436, 0.0646, -0.0535], [-0.6081, 0.7799, 0.8615], [-0.9502, 0.1675, -0.4380], [-0.0651, 0.0300, -0.2713], [0.0290, 0.4951, -0.2635], [0.0972, 0.2697, 0.5792], [0.6959, 0.1200, 0.3527], [0.1903, -0.1720, -0.4343], [-0.1628, -0.2389, 0.9128], [-0.6325, -0.2521, 0.0294], [0.7338, 0.2504, 0.1107], [0.5387, 0.3167, 0.5710], [-0.7300, 0.2283, 0.5717], [-0.0243, -0.0975, 0.0419], [-0.2308, -0.6674, -0.2677], [0.6549, -0.0787, -0.6505], [0.0476, 0.0284, -0.0456], [0.0527, -0.9388, 0.7698], [-2.2237, 0.9928, -0.9902], [0.2017, 0.7339, 0.1446], [-0.7774, -0.2540, -0.5008], [0.5920, 0.1188, 0.4441], [0.0265, -0.2929, 0.9297], [-0.1336, 0.4777, -0.4575], [3.1330, 1.1071, 0.9945], [-0.2686, -0.8220, 1.1304], [0.7974, -0.7673, -1.4884], [-1.1477, -0.0345, 2.3818], [0.6973, 1.9847, -2.5400], [-0.2512, -0.2428, 1.3350], [0.8205, 0.5408, 1.3480], [1.4844, -0.7639, 0.2247], [-1.0689, 0.2067, 0.6761], [1.5213, 1.2576, -0.6493], [-1.3602, -1.2462, -0.4254], [-0.0573, 0.8167, -0.4837], [-0.4874, -0.1934, 0.0491], [0.9522, -0.3462, -0.0632], [-0.9137, -0.0640, -0.2883], [-0.2452, 0.3288, -0.5534], [-0.2445, -0.9683, -0.0125], [-1.5292, -0.9259, -0.8379], [-0.0403, 0.5741, -0.3043], [0.2352, 0.3097, -1.0634], [-0.1229, -0.9572, -0.4550], [-0.2395, -0.8816, 0.1444], [-0.2210, 0.1520, -0.0823], [-0.0833, -0.0079, -0.2513], [-0.5348, -0.5391, 0.5079], [0.7943, 0.6492, -0.1516], [1.0555, -0.1002, 0.7924], [-0.2731, -0.0855, -0.1646]], "homo_energy_ev": -9.41, "spin_multiplicity": 1, "de_lowest_ev": 2.363, "charge": 1, "molar_mass_g_mol": 1106.34}